(1)
{"formula": "C4H15N2", "method": "ωB97M-V/def2-TZVPD", "elements": ["N", "C", "C", "N", "H", "H", "H", "H", "H", "H", "H", "H", "H", "C", "C", "H", "H", "H", "H", "H", "H"], "positions_angstrom": [[1.0945, -0.8308, -0.0212], [1.4056, 0.5646, 0.3393], [0.5390, 1.5795, -0.3498], [1.0256, 2.9146, 0.1527], [0.1040, -1.0029, 0.1647], [1.2180, -1.0517, -0.9990], [1.6552, -1.4967, 0.5306], [1.2580, 0.6505, 1.3694], [2.5255, 0.7576, 0.1101], [0.5644, 1.4818, -1.4575], [-0.5532, 1.4165, -0.1090], [0.5549, 3.7126, -0.2686], [0.8919, 3.0091, 1.1540], [-1.8943, -1.9125, 0.6967], [-1.9740, -1.9823, -0.8449], [-2.8656, -2.0395, 1.1938], [-1.4519, -0.9836, 1.1246], [-1.1506, -2.6634, 1.0406], [-2.2953, -0.9904, -1.2370], [-1.0187, -2.2064, -1.3904], [-2.7355, -2.6759, -1.1940]], "nbo_charge": [-0.67, -0.24, -0.25, -0.83, 0.46, 0.44, 0.45, 0.22, 0.25, 0.21, 0.19, 0.39, 0.37, -0.63, -0.63, 0.26, 0.17, 0.20, 0.22, 0.18, 0.25], "e_lumo_ev": -3.531, "total_charge": 1, "multiplicity": 1}

---

(2)
{"formula": "C4H15N2O", "method": "ωB97M-V/def2-TZVPD", "elements": ["C", "C", "C", "C", "N", "N", "H", "H", "H", "H", "H", "H", "H", "H", "H", "H", "H", "H", "H", "H", "H", "O"], "positions_angstrom": [[1.4474, -0.0201, 0.5501], [1.8688, -0.1050, -0.9376], [2.4033, 1.2532, -1.3504], [-3.6493, 0.8423, 0.3021], [-2.2677, 0.8686, 0.7031], [1.4138, -1.3564, 1.0970], [0.4633, 0.5036, 0.5086], [2.1554, 0.5450, 1.1437], [2.5243, -0.9699, -1.1638], [0.9614, -0.3192, -1.5019], [1.8239, 2.0898, -0.9266], [2.5949, 1.4247, -2.4020], [-3.6683, 0.7212, -0.8281], [-4.1308, 1.7981, 0.5669], [-4.2209, -0.0191, 0.6718], [3.4097, 1.3632, -0.8867], [-1.6738, 0.1191, 0.3750], [1.3795, -1.3208, 2.1192], [0.6104, -1.9081, 0.6897], [-1.3280, -2.1117, -0.7367], [-2.0812, 1.2401, 1.6268], [-0.7086, -1.4363, -0.4101]], "nbo_charge": [-0.25, -0.41, -0.62, -0.45, -0.57, -0.44, 0.28, 0.24, 0.24, 0.24, 0.21, 0.25, 0.23, 0.24, 0.25, 0.21, 0.41, 0.39, 0.42, 0.47, 0.39, -0.73], "e_lumo_ev": -9.553, "total_charge": 1, "multiplicity": 1}

---

(3)
{"formula": "C4H15N2O", "method": "ωB97M-V/def2-TZVPD", "elements": ["C", "N", "C", "N", "C", "C", "H", "H", "H", "H", "H", "H", "H", "H", "H", "H", "H", "H", "H", "H", "H", "O"], "positions_angstrom": [[-1.7755, -0.1854, -0.2592], [-1.6644, -1.4383, 0.4765], [-0.6812, -0.1869, -1.3453], [0.5850, -0.6102, -0.6769], [1.4025, 0.4730, -0.0460], [2.0877, 1.3383, -1.0774], [-2.7291, 0.0108, -0.7472], [-1.5512, 0.6238, 0.4332], [-2.2308, -2.1830, 0.0952], [-1.9065, -1.3021, 1.4350], [-0.9091, -0.8958, -2.1376], [-0.5256, 0.7810, -1.8139], [0.2118, -1.2651, 0.0490], [1.1704, -1.1440, -1.3022], [2.1130, -0.0116, 0.6188], [0.7257, 1.0274, 0.6000], [1.3967, 1.8472, -1.7472], [2.7179, 2.0801, -0.5943], [2.7537, 0.7384, -1.7055], [-0.1272, -0.5575, 3.5317], [-0.6939, 0.8026, 3.3622], [-0.3698, 0.0573, 2.8511]], "nbo_charge": [-0.24, -0.86, -0.23, -0.53, -0.22, -0.64, 0.22, 0.21, 0.39, 0.40, 0.22, 0.23, 0.47, 0.43, 0.23, 0.23, 0.22, 0.26, 0.22, 0.48, 0.48, -0.96], "e_lumo_ev": -2.623, "total_charge": 1, "multiplicity": 1}

---

(4)
{"formula": "C4H15N2O", "method": "ωB97M-V/def2-TZVPD", "elements": ["C", "N", "C", "N", "C", "C", "H", "H", "H", "H", "H", "H", "H", "H", "H", "H", "H", "H", "H", "H", "H", "O"], "positions_angstrom": [[0.0848, -1.8094, -1.3056], [0.7431, -1.6796, -2.6205], [-0.5717, -0.4394, -0.9975], [0.5563, 0.6134, -1.1517], [1.4151, 0.7388, 0.0959], [0.5007, 1.3609, 1.1587], [-0.6277, -2.6371, -1.1270], [0.8687, -1.8852, -0.5558], [0.0425, -1.3305, -3.2715], [1.1756, -2.5559, -2.8753], [-1.2060, -0.2876, -1.8584], [-0.8787, -0.3987, 0.0345], [1.0951, 0.2549, -1.9534], [0.0648, 1.4905, -1.2960], [2.3369, 1.3052, -0.0979], [1.8253, -0.2548, 0.2965], [-0.1422, 0.6560, 1.6821], [1.1618, 1.6473, 1.9895], [-0.0883, 2.2637, 0.9443], [-2.7342, 0.2670, 4.6117], [-3.0538, 1.7140, 4.3300], [-2.5679, 0.9664, 3.9673]], "nbo_charge": [-0.24, -0.86, -0.22, -0.53, -0.23, -0.68, 0.22, 0.19, 0.37, 0.40, 0.22, 0.25, 0.47, 0.43, 0.24, 0.23, 0.24, 0.26, 0.24, 0.47, 0.48, -0.95], "e_lumo_ev": -2.719, "total_charge": 1, "multiplicity": 1}